Record 1
This record from the OMol25 dataset describes 12 unconnected molecules or ions with the total composition C57H70N12O19 in a non-equilibrium geometry. The level of theory is ωB97M-V/def2-TZVPD.

Output
Calculated total energy = -117008.3208 eV
SMILES string = O=[N+]([O-])c1ccccc1.O=[N+]([O-])c1ccccc1.O=[N+]([O-])c1ccccc1.O=[N+]([O-])c1ccccc1.O=[N+]([O-])c1ccccc1.O=[N+]([O-])c1ccccc1.O=[N+]([O-])c1ccccc1.CN(C)C=O.CN(C)C=O.CN(C)C=O.CN(C)C=O.CN(C)C=O
HOMO-LUMO gap = 8.24 eV
ΔE to the lowest compared entry with this formula, charge and spin = 0.0 kJ/mol

```
! RIJCOSX wB97M-V def2-TZVPD def2/J DEFGRID3
* xyz 0 1
H 9.692 -15.823 13.514
O 13.596 -16.880 4.670
C 10.386 -17.411 14.864
H 7.814 -15.197 7.696
H 7.607 -19.936 12.551
H 9.513 -22.091 14.668
H 11.899 -21.848 13.128
H 16.284 -19.822 6.876
H 12.380 -12.104 10.325
N 13.078 -21.089 15.477
N 7.792 -20.568 8.921
C 15.852 -18.398 13.230
H 9.284 -21.558 10.930
H 16.865 -22.644 13.409
H 9.865 -19.301 9.844
N 9.504 -14.878 6.547
H 5.390 -13.472 9.655
H 13.133 -12.722 11.828
H 7.736 -22.968 15.402
H 8.610 -15.138 4.632
N 7.771 -21.423 13.946
C 17.762 -19.772 12.631
C 16.120 -16.762 7.978
O 9.567 -15.682 8.680
H 17.317 -22.991 8.107
C 14.983 -14.179 10.249
C 8.774 -18.195 16.410
H 8.339 -19.229 5.063
C 9.224 -22.056 7.551
N 18.288 -20.081 10.234
C 12.149 -19.542 5.567
H 14.483 -15.161 10.070
C 8.213 -16.352 14.941
C 10.635 -22.813 9.811
C 17.946 -16.923 6.389
H 3.920 -14.662 7.930
H 8.658 -21.814 6.681
H 14.581 -19.990 7.288
H 12.195 -20.281 9.200
C 5.365 -14.560 9.567
H 12.352 -20.204 10.936
H 12.054 -23.730 8.384
H 7.579 -14.131 5.737
N 11.765 -17.407 14.249
C 17.477 -16.784 7.723
C 8.939 -15.302 7.711
O 18.170 -19.574 9.118
C 14.322 -12.211 8.884
C 17.063 -17.204 5.348
H 11.844 -18.472 7.370
H 6.752 -17.373 10.951
H 18.997 -16.877 6.198
C 15.078 -22.732 12.228
H 11.555 -16.314 10.130
H 11.197 -15.926 6.703
H 9.517 -18.157 7.050
H 5.310 -18.388 9.133
O 19.113 -20.894 10.592
C 11.103 -23.164 8.554
H 14.135 -16.847 7.089
C 10.295 -18.535 10.461
N 15.783 -21.635 7.672
H 15.179 -12.613 8.307
H 15.515 -21.479 15.346
O 13.752 -20.373 16.205
N 7.054 -14.711 11.361
H 12.119 -20.563 3.728
H 11.444 -14.180 7.025
O 8.380 -20.570 2.999
O 7.493 -20.061 7.868
H 6.429 -22.857 14.484
H 7.467 -15.690 14.555
O 9.849 -20.937 12.975
C 15.227 -16.950 6.905
C 12.907 -12.928 10.778
C 10.043 -18.782 6.322
O 15.122 -17.972 3.567
H 16.107 -18.573 9.841
H 13.229 -19.527 5.658
H 17.543 -17.307 4.403
O 11.912 -21.331 15.656
C 6.955 -20.534 13.177
C 13.002 -21.995 13.184
C 5.436 -17.311 9.202
C 15.439 -20.500 6.840
C 4.577 -16.506 8.380
H 15.177 -17.844 13.914
N 14.715 -17.352 4.563
H 17.005 -19.385 14.669
H 6.723 -21.595 15.721
N 14.102 -13.044 9.964
N 11.687 -18.377 10.111
H 13.546 -19.368 9.864
H 10.132 -18.912 11.506
H 6.367 -19.819 13.775
C 17.353 -19.533 11.302
H 11.184 -23.085 10.716
C 9.520 -21.993 9.992
O 12.189 -16.424 13.689
H 9.721 -17.626 10.304
C 10.062 -18.339 15.855
C 6.228 -15.339 10.318
C 15.490 -18.179 11.902
C 10.943 -14.923 6.413
C 7.888 -17.230 15.981
C 13.702 -21.756 14.372
H 9.058 -13.467 4.972
H 3.910 -16.976 7.636
C 11.559 -20.101 4.511
O 13.334 -17.013 9.346
C 15.058 -21.928 14.448
H 10.678 -23.078 6.433
C 15.716 -17.199 5.652
O 12.360 -18.508 14.383
H 8.403 -18.964 17.052
C 12.235 -17.156 9.882
C 16.286 -18.737 10.910
N 9.613 -20.580 3.115
H 17.167 -22.591 6.407
H 15.453 -22.987 9.128
C 16.865 -19.236 13.587
C 10.373 -22.827 7.440
C 9.468 -16.421 14.356
C 8.883 -21.605 8.840
H 17.924 -21.375 7.465
C 6.237 -16.787 10.186
H 13.234 -22.634 11.161
C 17.155 -22.164 7.419
C 9.170 -21.499 13.806
H 15.627 -16.634 9.000
H 15.672 -23.313 11.496
C 14.932 -22.194 8.547
O 7.920 -15.391 11.909
O 13.734 -21.983 8.662
C 8.658 -14.389 5.466
C 13.733 -22.566 12.151
H 18.678 -20.367 12.744
C 7.119 -22.217 14.949
O 6.902 -13.527 11.534
H 14.553 -17.645 11.621
C 10.180 -20.008 4.387
H 12.298 -13.790 10.734
H 15.257 -14.157 11.289
H 18.233 -16.579 8.475
O 10.364 -21.009 2.306
H 6.896 -17.122 16.432
H 6.292 -21.082 12.478
C 4.546 -15.191 8.625
C 15.770 -22.385 13.374
O 7.343 -20.295 10.007
C 11.370 -18.886 6.506
C 12.497 -19.628 10.011
H 15.890 -14.116 9.675
C 9.383 -19.337 5.243
H 15.244 -20.724 5.826
H 10.823 -19.085 16.188
O 13.614 -11.327 8.471
H 11.214 -14.839 5.364
*
```

These are the Löwdin partial charges, in e, on atoms 1 to 8: number 1, H, carries 0.08; number 2, O, carries 0.07; number 3, C, carries -0.10; number 4, H, carries 0.13; number 5, H, carries 0.06; number 6, H, carries 0.13; number 7, H, carries 0.11; number 8, H, carries 0.08



Record 2
This record from the OMol25 dataset describes a molecular structure, C57H74AsBF5N10O2S5Ti in a non-equilibrium geometry. The level of theory is ωB97M-V/def2-TZVPD.

Output
Calculated total energy = -231699.9768 eV
HOMO-LUMO gap = 6.68 eV
ΔE to the lowest compared entry with this formula, charge and spin = 100.3 kJ/mol

```
! RIJCOSX wB97M-V def2-TZVPD def2/J DEFGRID3
* xyz 1 1
H -0.343 -7.605 -0.785
H -4.699 -3.131 -1.015
H 0.519 -5.678 1.938
C -4.104 -2.804 1.754
Ti -0.259 0.920 -0.231
H -4.408 5.980 -1.103
H 1.519 0.094 6.492
C -0.094 -2.384 -2.607
C 2.693 4.512 -0.825
C 0.192 1.957 -4.271
C -1.729 -3.229 -4.132
H -4.654 -1.392 -1.357
C -1.411 -4.959 2.699
C -0.746 1.886 -5.296
F -3.724 -2.023 -4.425
H 0.760 2.389 7.119
H -3.223 7.284 -0.918
H -1.978 3.652 -2.895
C 3.656 0.231 0.877
H 5.327 -1.461 -0.191
H 0.548 -4.031 2.573
F -2.125 -4.148 -5.006
C 2.124 0.484 5.671
H 3.659 1.641 -4.958
H -3.217 -2.220 -0.691
H -4.439 -2.574 2.770
H -3.008 4.904 -3.605
H -0.700 0.997 6.433
C -1.972 1.407 4.699
C -3.362 0.115 1.476
S -2.379 2.034 -0.793
H -1.919 5.045 2.964
C 5.217 0.271 -5.474
C 2.196 3.306 -1.318
As 2.279 0.701 -2.485
C 2.555 2.474 4.197
F 0.300 -4.370 -3.793
H 1.836 -0.034 2.755
C -2.306 3.493 0.160
C -0.901 -1.308 -2.276
O -0.507 -0.381 -1.369
H 3.138 0.630 6.048
C 1.390 2.796 6.329
H -6.857 -1.723 -0.002
H -2.196 -4.905 1.940
H 5.847 -2.232 1.319
H 5.521 0.839 -6.345
H -1.215 -6.777 0.491
H 2.570 -3.531 2.139
H 2.365 3.015 6.765
H -2.560 -5.544 -1.238
N 3.849 -2.580 0.787
H 1.178 -5.899 -0.121
C -1.997 -6.437 -1.500
C 1.059 0.896 -4.028
C -2.024 5.582 0.834
H -1.581 0.696 -6.880
C -0.836 -6.665 -0.529
C -4.978 1.624 1.656
H -1.209 6.545 -3.008
S 0.580 2.071 1.838
F 1.118 -2.514 -2.063
C 5.875 -0.912 -5.147
H 0.951 3.734 5.981
C 4.862 3.978 -1.704
C -2.388 5.388 -1.641
H -6.545 0.304 0.875
C 3.765 0.006 -3.563
H 5.041 2.102 -2.702
C 3.024 2.443 -2.040
C -0.501 -3.340 -3.513
C 0.029 -0.308 -5.866
N 3.127 -1.664 2.916
N -2.216 3.495 1.503
C -0.842 1.272 5.405
H 2.028 5.168 -0.277
H 4.259 -3.407 2.665
H 0.247 2.853 -3.672
C 0.971 -0.233 -4.849
C -2.537 -2.151 -3.836
H 2.159 3.403 3.788
H -3.747 6.798 -2.526
N -1.629 1.786 3.414
H 3.435 1.171 1.385
H -6.461 -3.228 0.818
H 4.404 5.792 -0.651
H 6.696 -1.265 -5.760
C -2.122 -1.206 -2.920
N -4.527 -0.454 1.088
H -2.647 -4.067 4.249
C 5.028 -1.706 0.829
C 3.447 -2.881 2.160
O -1.623 -3.757 0.039
N -3.634 1.374 1.855
S -1.772 -0.553 1.350
H -6.725 -1.774 1.774
C -6.306 -2.151 0.839
N 4.754 -0.459 1.555
C -0.842 0.752 -6.089
H -3.000 1.297 5.003
H 2.829 1.834 3.367
H 5.965 -2.570 -3.787
C -1.077 6.057 -2.041
H 5.904 4.229 -1.855
F -2.934 -0.180 -2.665
H 3.965 0.458 -0.144
H 3.058 -1.602 -0.870
C -3.507 6.428 -1.529
C 0.233 -5.575 -0.567
B -2.739 2.427 2.526
H -0.278 5.320 -2.127
H -0.911 -3.966 4.564
H -1.406 2.727 -5.474
C 4.367 2.776 -2.193
S -0.178 -4.054 0.318
H 0.442 -5.269 -1.596
C 4.169 0.723 -4.690
C -2.021 4.792 1.921
H 1.160 -1.561 2.186
H -0.772 6.815 -1.316
H 4.130 0.094 3.477
C 4.328 -0.816 2.912
N -2.215 4.771 -0.272
C -2.782 4.357 -2.689
H -0.016 -1.194 -6.490
H -1.450 -5.961 3.128
C 2.760 -1.847 0.142
S 0.457 3.003 -1.089
C 4.023 4.851 -1.028
H -3.450 3.041 3.286
H -4.364 -3.840 1.528
C -4.307 -2.170 -0.673
N 0.217 1.582 4.560
H 2.159 -0.268 4.881
H -1.622 -6.321 -2.521
H 4.102 -1.779 -2.410
H -3.672 3.796 -2.400
H 5.139 -1.357 3.403
H -1.654 -2.905 3.358
C 5.470 -1.640 -4.041
C -4.802 -1.899 0.744
C -0.288 1.826 3.321
N 2.428 -0.585 0.828
H 1.646 -1.068 -4.700
C 4.416 -1.181 -3.253
H 1.871 -2.466 0.106
C 1.580 1.820 5.164
H -1.894 6.646 0.754
H -5.418 2.584 1.871
H -2.673 -7.294 -1.492
C -1.673 -3.914 3.781
H -3.025 -2.713 1.692
C -5.532 0.501 1.171
C 2.063 -0.944 2.212
H 3.459 2.705 4.762
C -0.054 -4.755 2.019
*
```

These are the Löwdin partial charges, in e, on atoms 1 to 8: number 1, H, carries 0.11; number 2, H, carries 0.10; number 3, H, carries 0.09; number 4, C, carries -0.06; number 5, Ti, carries 0.41; number 6, H, carries 0.10; number 7, H, carries 0.09; number 8, C, carries -0.17